No. 1
Entry from the OMol25 dataset: C45H46BrClCoN2P2S as an isolated structure in a non-equilibrium geometry (ωB97M-V/def2-TZVPD).

Cartesian coordinates (Å):
1 C -1.0197 -2.0811 3.2749
2 N 1.7660 2.7827 -1.4877
3 Co 1.1645 1.1693 -0.0807
4 H -4.8012 4.4111 -0.9550
5 H -2.3859 -2.4034 -6.0230
6 C -2.1219 -3.7460 -0.9079
7 C -1.8021 2.9404 -1.4423
8 H -3.9811 -6.0402 1.3929
9 H 4.1236 -3.0209 -1.6014
10 S -2.7133 -5.4192 -0.4999
11 H 0.7274 -1.9741 -0.1487
12 C 3.0681 3.1256 3.2885
13 C -0.1449 -1.4234 2.4122
14 H -3.7323 0.3119 -0.5375
15 C 2.1813 3.3700 -3.7602
16 C -4.6602 -0.5059 2.0709
17 H 4.0268 3.0545 3.7752
18 C 1.2096 -1.7499 2.4376
19 Br 2.5186 5.1453 5.2470
20 C -0.9621 -3.3117 -0.0243
21 H 1.9057 -1.2030 1.8144
22 H -0.1983 -2.1310 -1.6433
23 H 5.2264 -1.5140 1.6352
24 H -2.4740 4.9585 -1.6171
25 C -2.6759 1.3595 2.6048
26 C -4.3868 2.3261 -0.7069
27 H -5.4313 -1.2364 1.8702
28 C 4.7234 -2.8330 -0.7134
29 H 1.1450 -4.2225 4.7375
30 H -0.7863 3.1730 -1.7356
31 H -3.1787 -0.9075 -2.1112
32 H 0.1475 4.8169 3.5003
33 C 1.5358 2.3959 1.5585
34 C -2.0690 -1.8442 -5.1563
35 H 6.6698 -1.1612 -1.7900
36 C 0.8809 4.1153 3.1335
37 C -3.5461 -5.0982 1.0781
38 C 2.5762 -0.0747 -0.3229
39 C -0.5528 -3.0917 4.0954
40 H -2.0656 -1.8139 3.3110
41 H 4.2128 -3.2689 0.1429
42 Cl 2.2764 2.8667 -5.4000
43 H 5.7729 0.3488 -1.5995
44 C -2.7519 3.9429 -1.3794
45 N -1.0713 -0.8456 -0.2385
46 C 1.6701 -2.7593 3.2638
47 C 4.9350 -1.3284 -0.5087
48 P -0.7479 0.4408 -1.3724
49 H 1.8763 4.2883 -0.0933
50 H -1.8037 -3.8068 -1.9483
51 H 5.6860 -3.3253 -0.8326
52 C 1.9726 4.0520 -1.1430
53 C -1.2607 -0.4089 -2.9201
54 C -2.1318 1.6189 -1.1432
55 C 0.7880 -3.4388 4.0876
56 C 2.3859 4.6988 -3.4069
57 H -2.9668 -3.0625 -0.8330
58 C 2.1161 4.0168 3.7495
59 C -2.3733 0.2187 1.8742
60 C 2.7738 2.3247 2.1953
61 H -4.3280 -4.3601 0.9282
62 H -0.1456 -1.3735 -5.9640
63 H -5.9653 0.8037 3.1427
64 C 5.7352 -1.0825 0.7762
65 H -3.1433 -1.5951 1.0253
66 C -2.5202 -0.9995 -2.9600
67 C -0.4069 -0.5445 -4.0085
68 C -0.8135 -1.2614 -5.1231
69 H 1.7112 1.4081 -3.0163
70 H -4.2028 2.4666 3.6087
71 C -3.9687 1.5717 3.0538
72 C 3.6415 -0.6676 -0.3985
73 H 0.5809 -0.1063 -3.9879
74 H 2.4073 6.0553 -1.7441
75 H 6.7187 -1.5382 0.6910
76 H -0.3743 3.3977 1.5739
77 C -3.3759 -0.7128 1.6050
78 H -2.8249 -4.7596 1.8152
79 C 0.5984 3.3013 2.0450
80 H -1.3129 -3.1410 0.9950
81 C -0.2899 -2.0475 -0.5547
82 H -3.9000 -2.1718 -4.0891
83 H 5.1342 -0.9308 -2.6325
84 H -1.2429 -3.6066 4.7475
85 H -1.8975 2.0767 2.8246
86 C -4.9583 0.6403 2.7920
87 H -0.2121 -4.1039 0.0058
88 H 2.6175 5.4384 -4.1587
89 P -0.6635 -0.0687 1.2962
90 H 3.5395 1.6433 1.8464
91 H -5.3983 2.0786 -0.4213
92 C -3.4400 1.3202 -0.7800
93 C 1.8767 2.4470 -2.7684
94 C 2.2744 5.0364 -2.0693
95 H 2.7187 -3.0128 3.2739
96 H 5.8632 -0.0173 0.9522
97 C 5.6755 -0.7286 -1.7114
98 C -4.0510 3.6360 -1.0070
99 C -2.9225 -1.7132 -4.0717

The calculation puts the HOMO-LUMO gap (alpha / beta) at 7.91 / 5.77 eV. The energy comes out at -7349.4373 hartree. As for the total charge: +1. The value obtained for the LUMO energy (alpha / beta) is -0.091 / -0.170 hartree. Its spin multiplicity is 5.

Atomic partial charges in e from the Mulliken method, atoms 1 to 4: -0.33, 0.06, 1.68, 0.42



No. 2
Entry from the OMol25 dataset: a 6-piece molecular cluster, C45H47FN3O2 overall in a non-equilibrium geometry (ωB97M-V/def2-TZVPD).

Cartesian coordinates (Å):
1 H 1.2253 2.2696 6.2744
2 C -0.1501 -2.6111 -5.4218
3 C -1.5503 1.3776 2.8089
4 C -2.8627 -4.6282 2.7489
5 H 3.9960 3.4533 -1.4914
6 C -5.0179 -5.5008 3.3895
7 C -4.3934 -6.4734 4.1663
8 H 2.6304 1.8201 -0.2222
9 H 6.2124 -0.0063 1.2796
10 C 3.7147 1.7797 -0.1690
11 C -7.7139 3.8363 -3.7830
12 H 0.7339 0.6539 -1.9896
13 C 8.0586 -3.3264 4.3937
14 C -1.0101 2.1653 5.2629
15 C 0.0880 -1.3028 -5.8356
16 H -2.2660 -3.9060 2.2004
17 C 4.3373 0.8089 0.6115
18 H -0.9116 3.8159 -0.7713
19 C -1.0444 -1.0192 4.0660
20 N -0.8057 1.8327 0.2630
21 H -0.4554 -0.4806 -5.3792
22 C -1.5369 -1.8366 4.9932
23 H 7.6998 -2.6804 6.4142
24 C -2.2113 1.8408 4.2077
25 H -0.1558 4.4796 -3.7927
26 N -0.2636 -1.3006 -1.7061
27 H 6.1410 -2.5105 1.7127
28 C -2.2379 -5.6043 3.5213
29 C -0.9427 -0.1039 2.7581
30 H -5.2078 2.0522 -2.3454
31 C -0.2862 -0.5329 1.3928
32 H -4.7395 -3.8233 2.0719
33 H -0.9234 5.4762 2.2212
34 C -5.5609 4.7077 -4.4331
35 H -0.1396 -1.3889 -2.7314
36 C 6.4938 1.6748 -0.0331
37 C 5.7859 -1.8583 3.7329
38 C 1.0234 -1.0485 -6.8353
39 C 6.4831 -2.5470 2.7424
40 C -4.9332 3.7341 -3.6597
41 C 6.2215 -1.9107 5.0541
42 C 0.4960 -0.1130 -1.1712
43 C 1.7242 -2.1020 -7.4160
44 H 1.5286 -0.5389 -0.8223
45 H -7.4398 5.5097 -5.1066
46 H 8.1603 -3.8199 2.3023
47 C 4.4816 2.6980 -0.8808
48 C -7.0870 2.8662 -3.0054
49 C -0.7154 2.7011 -0.9636
50 C 7.6181 -3.2819 3.0738
51 H 8.9465 -3.8949 4.6507
52 C -4.2524 -4.5800 2.6795
53 N -1.1481 4.5443 2.6253
54 H -0.2744 3.9783 2.7174
55 H 1.2065 -0.0295 -7.1608
56 H 5.6745 -1.3797 5.8272
57 C 1.4834 -3.4104 -7.0047
58 H 0.3966 2.6331 -1.3182
59 H -4.9899 -7.1897 4.7218
60 C 0.5442 -3.6653 -6.0089
61 C -5.6969 2.8128 -2.9474
62 H -2.5164 -7.2894 4.8292
63 H 7.5770 1.6335 0.0188
64 H -1.1542 -5.6451 3.5716
65 H -3.8489 3.6937 -3.6125
66 H -6.1014 -5.4609 3.3379
67 H -2.7153 1.8312 -1.8257
68 H -2.3092 4.3479 0.7127
69 H 0.3545 -4.6851 -5.6901
70 C 5.8709 2.6491 -0.8093
71 C -6.9507 4.7552 -4.4983
72 H 0.0805 -2.1854 -1.2936
73 H -0.8788 -2.8092 -4.6408
74 C -1.6749 2.1967 -2.1706
75 C -0.7440 3.4825 -3.9218
76 C -1.4557 2.3176 1.5120
77 F 0.2645 -1.8691 1.3022
78 C -2.0738 3.7990 1.6942
79 H -1.2093 1.3158 -2.7798
80 H -4.9665 5.4284 -4.9856
81 C -3.0036 -6.5275 4.2284
82 H -3.0915 3.7204 2.2648
83 H -1.7633 -2.4659 5.9416
84 C 7.3586 -2.6426 5.3845
85 H -2.8962 2.7594 4.1303
86 H -7.6817 2.1515 -2.4458
87 H 3.7394 0.0943 1.1687
88 H -2.8838 0.9664 4.5882
89 C -0.2101 0.4744 0.1497
90 O -1.9443 3.2774 -3.1446
91 H 4.9029 -1.2820 3.4745
92 C 5.7267 0.7542 0.6757
93 H 2.4584 -1.9033 -8.1906
94 H -8.7975 3.8758 -3.8315
95 O -0.2541 2.6420 -4.7503
96 C 0.1141 2.3451 5.9452
97 H 6.4685 3.3691 -1.3589
98 H 2.0277 -4.2316 -7.4602

The calculation puts the HOMO-LUMO gap at 6.01 eV. The energy comes out at -2156.8026 hartree. As for the total charge: +1. The value obtained for the LUMO energy is -0.182 hartree. Its spin multiplicity is 1.

Atomic partial charges in e from the Mulliken method, atoms 1 to 4: 0.33, -0.40, 0.29, -0.21



spin multiplicity of number 1 (C45H46BrClCoN2P2S)?
5



Which of these has the highest energy?
C45H47FN3O2



Look up the energy of the first one.
-7349.4373 hartree